{"formula": "C34H84Cl8O7S7", "method": "wB97M-V/def2-TZVPD", "orbital_gap_ev": 8.298, "relative_energy_ev": 2.118, "max_force_ev_per_a": 2.898, "total_charge": 0, "elements": ["Cl", "Cl", "Cl", "Cl", "Cl", "Cl", "Cl", "Cl", "S", "S", "S", "S", "S", "S", "S", "O", "O", "O", "O", "O", "O", "O", "C", "C", "C", "C", "C", "C", "C", "C", "C", "C", "C", "C", "C", "C", "C", "C", "C", "C", "C", "C", "C", "C", "C", "C", "C", "C", "C", "C", "C", "C", "C", "C", "C", "C", "H", "H", "H", "H", "H", "H", "H", "H", "H", "H", "H", "H", "H", "H", "H", "H", "H", "H", "H", "H", "H", "H", "H", "H", "H", "H", "H", "H", "H", "H", "H", "H", "H", "H", "H", "H", "H", "H", "H", "H", "H", "H", "H", "H", "H", "H", "H", "H", "H", "H", "H", "H", "H", "H", "H", "H", "H", "H", "H", "H", "H", "H", "H", "H", "H", "H", "H", "H", "H", "H", "H", "H", "H", "H", "H", "H", "H", "H", "H", "H", "H", "H", "H", "H"], "xyz": [[1.63653, -4.15322, -2.13156], [-3.31698, -6.85690, -0.80148], [3.67650, -3.34663, -4.01162], [4.46685, -4.19542, -1.42638], [2.99352, -1.71100, -1.68107], [-2.91633, -4.77816, 1.15397], [-0.69607, -6.49322, 0.28046], [-2.79364, -7.54111, 1.97115], [-1.15874, 3.19226, -1.67933], [-1.06215, -1.81397, -0.97867], [-6.81417, 1.31452, -1.10452], [0.36449, -3.59413, 3.75449], [-4.59009, 0.29335, 3.33650], [-6.93253, -3.22292, -1.12980], [0.25131, 0.90342, 4.51417], [-1.88076, -2.18686, 0.25225], [-7.36222, -3.21008, 0.29830], [-5.59909, 0.81444, -1.84090], [-0.52330, 2.56967, -0.47926], [1.21043, -3.19165, 4.93320], [0.49375, 2.14135, 5.33498], [-3.67692, -0.67478, 4.04080], [0.24854, -0.86772, -0.12333], [1.12749, -0.76402, -4.67017], [2.18364, 1.91831, -0.27446], [4.39988, -0.95358, 5.27672], [3.71590, 3.46562, -1.66457], [-6.56735, -4.93430, -1.56278], [2.65089, 3.33300, -0.57623], [5.15731, 5.11950, -2.96647], [3.54493, -2.77163, 1.93378], [3.03262, 2.36279, -5.88221], [3.72606, -2.61792, 3.44058], [4.02342, -1.15261, 3.81650], [-1.89065, -0.31926, -1.61044], [-1.07593, -2.48872, 3.63691], [5.10307, 0.39482, 5.53843], [-5.24052, -2.55894, -1.23601], [-3.61190, 0.73429, 1.84459], [-0.69122, 4.94647, -1.63534], [1.09339, 1.23336, 2.93037], [-5.78602, -0.74014, 2.45875], [1.98963, 0.49428, -4.55355], [1.55023, -0.21563, 5.09663], [3.27209, 0.98163, 0.24934], [-0.54131, -5.10184, 4.19332], [-0.35477, -0.51908, -5.03638], [2.08228, 1.16520, -5.92239], [4.22314, 4.91068, -1.78549], [-8.26326, 1.25232, -2.18480], [3.22141, 3.00415, -7.27273], [-2.89334, 3.47916, -1.22932], [-6.65181, 3.09581, -1.21482], [5.18204, 0.74278, 7.02937], [-2.42372, -6.39907, 0.64092], [3.15669, -3.36088, -2.29884], [-3.32934, 4.30563, -1.79084], [1.35934, 2.00304, 0.43499], [2.92644, -3.63210, 1.67882], [0.87197, -1.45058, 0.55614], [-6.03717, 3.55108, -0.44085], [4.80586, -0.75924, 3.15551], [5.89425, 0.15775, 7.60779], [-9.16866, 1.54658, -1.64740], [-2.91766, -0.10476, 1.76650], [2.52186, 0.42514, -6.60617], [5.26568, 6.16113, -3.26084], [-1.52868, -2.44471, 4.62823], [1.78802, 3.94238, -0.86650], [-7.46729, -5.52808, -1.70577], [3.61139, -1.08442, 6.01484], [-1.96494, 0.42100, -0.81676], [3.03884, 3.84857, 0.31267], [2.25429, 3.21596, -7.73404], [-4.59100, -3.21935, -0.65779], [6.14683, 4.72453, -2.71033], [2.63437, 3.12379, -5.20367], [-0.25915, -0.10651, 0.46480], [-6.16358, 3.25458, -2.17803], [3.19033, 3.21453, -2.59411], [4.52838, -3.23640, 3.84324], [-1.46274, -4.86616, 4.73400], [-0.83812, -1.47703, 3.30947], [6.10420, 0.39372, 5.10015], [1.57991, 1.15965, -3.78186], [-1.79997, -2.89846, 2.93299], [-5.14409, -1.51869, -0.95083], [4.10727, 0.90150, -0.44652], [3.68080, 2.27763, -7.94870], [1.36170, -0.75743, 6.01936], [-1.02199, 5.31512, -0.66499], [-3.45579, 2.57597, -1.47298], [-0.54053, -0.56720, -6.10919], [-0.92336, -1.38911, -4.69286], [2.85116, -0.01223, 0.40689], [0.39255, 5.00933, -1.69229], [4.55479, 2.78104, -1.53092], [-6.32031, -0.13737, 1.72171], [4.86763, 4.51299, -3.82788], [2.98154, 0.26839, -4.15378], [1.76769, 1.46978, -1.18422], [-0.78103, -5.69284, 3.31462], [1.10444, 0.31557, 2.33196], [-7.62849, 3.57828, -1.18688], [3.07611, -1.86997, 1.53271], [-8.18608, 1.96478, -3.00787], [4.03391, 2.11500, -5.52570], [3.65698, 1.27956, 1.22764], [0.92598, -0.40276, -0.84487], [3.84737, 3.89267, -7.22170], [4.65984, 5.25977, -0.84805], [4.50587, -2.84255, 1.42065], [0.05389, -5.63356, 4.93500], [1.77348, -0.97477, 4.34681], [-4.15383, 0.90665, 0.91641], [1.55353, -1.53088, -5.31756], [-8.44087, 0.24473, -2.55536], [5.43287, 1.79753, 7.15056], [1.13278, 1.38799, -6.41077], [-1.17532, 5.45103, -2.46879], [1.16479, -1.17807, -3.65767], [0.43063, 1.88901, 2.36334], [-6.44036, -1.31415, 3.10705], [-0.69933, 0.38076, -4.53195], [-2.94538, 3.67360, -0.15875], [-4.89512, -2.73302, -2.25963], [5.19672, -1.69997, 5.39420], [3.32893, 5.52724, -1.93940], [3.14691, -0.53377, 3.57408], [4.16861, 0.60150, 7.41316], [-5.88739, -5.00068, -2.40915], [2.10558, 1.58700, 3.09893], [-1.23052, 0.02642, -2.41022], [-6.10708, -5.36083, -0.66531], [4.54703, 1.19758, 5.04277], [2.78901, -2.81451, 3.97015], [-2.91106, -0.49336, -1.94918], [-3.03141, 1.61890, 2.11021], [2.47556, 0.34916, 5.23244], [-5.21347, -1.46774, 1.87658]], "forces_ev_per_a": [[-0.6, -0.6, 0.1], [-0.2, -0.1, -0.1], [-0.3, 0.2, 0.1], [-0.4, 0.0, 0.2], [0.5, -0.2, -0.2], [0.3, -0.4, -0.2], [0.0, 0.3, 0.1], [0.1, 0.1, -0.3], [-0.1, 0.5, 0.3], [-0.8, 1.0, 2.6], [0.4, -0.1, -0.1], [0.0, 0.2, -0.4], [0.5, -1.0, -0.4], [-0.4, 0.8, -0.3], [1.5, 0.6, 0.7], [0.1, -0.3, -1.1], [0.3, -0.1, -0.1], [-0.6, 0.0, 0.2], [-0.5, 0.1, -0.2], [-1.2, -0.4, 0.0], [-0.6, -0.3, -0.4], [-0.5, 0.6, -0.1], [0.4, 0.4, -0.7], [-0.3, 0.1, 1.1], [0.4, 0.0, 0.2], [2.0, 0.1, -0.5], [-0.5, 0.4, -0.1], [0.5, -0.3, 0.9], [0.5, 0.4, 0.2], [0.7, -0.6, 0.2], [0.2, 0.1, 0.2], [-0.4, 0.8, -0.9], [-0.4, 1.2, 0.2], [-0.1, 0.2, -0.7], [0.4, -0.1, -0.2], [-0.1, -0.3, 0.5], [-0.2, 0.0, 0.2], [0.3, -1.6, -0.3], [0.3, 0.1, 0.6], [-0.1, -0.5, 0.2], [-1.0, -0.8, -0.2], [0.5, -0.2, -0.8], [-0.7, -0.1, -0.8], [0.0, -0.3, -0.2], [-0.2, 0.1, 0.2], [-0.5, 0.3, 0.9], [0.7, -1.1, 0.2], [1.6, -0.1, 0.1], [-0.8, -0.1, -0.4], [-0.5, 0.2, -0.3], [-0.3, -0.7, 0.2], [-0.2, -0.3, -0.3], [-0.1, 0.6, -0.1], [-0.5, 0.3, -0.5], [-0.2, -0.1, 0.6], [1.1, 0.3, -0.3], [0.2, 0.0, -0.1], [0.2, -0.3, -0.2], [0.1, 0.0, -0.1], [-0.4, -0.6, -0.2], [0.1, -0.4, 0.2], [0.3, 0.0, 0.2], [-0.1, -0.2, -0.1], [0.3, -0.1, 0.4], [-0.1, -0.1, -0.3], [0.1, 0.0, 0.1], [0.0, 0.0, 0.0], [0.0, 0.1, 0.0], [0.1, -0.2, 0.0], [-0.2, 0.4, -0.3], [0.0, -0.5, -0.2], [0.3, -0.1, 0.2], [-0.1, -0.4, 0.2], [0.0, 0.4, 0.1], [0.0, 0.3, 0.5], [0.1, 0.2, 0.0], [0.0, 0.0, 0.1], [-0.2, 0.1, -0.1], [-0.1, 0.1, -0.1], [0.4, -0.2, -0.2], [-0.1, -0.3, -0.1], [0.0, 0.2, -0.2], [0.4, -0.2, 0.0], [-0.1, -0.1, -0.1], [-0.3, 0.1, -0.2], [0.2, -0.1, 0.0], [-0.3, 0.1, 0.0], [0.0, -0.1, 0.0], [0.2, 0.1, 0.1], [-0.7, 0.3, 0.1], [0.0, 0.2, -0.1], [0.0, -0.1, 0.1], [0.1, 0.8, -0.1], [-0.1, 0.2, 0.3], [0.1, -0.1, -0.1], [-0.1, 0.0, -0.2], [0.0, -0.1, 0.0], [-0.3, 0.1, 0.3], [-0.3, 0.2, -0.1], [0.1, -0.2, -0.3], [-0.1, 0.2, 0.0], [0.2, 0.0, -0.1], [0.2, -0.1, 0.2], [0.0, 0.0, 0.0], [-0.2, -0.1, 0.0], [0.4, -0.2, -0.1], [-0.1, -0.4, 0.3], [0.1, 0.2, -0.1], [-0.3, 0.1, 0.1], [-0.1, 0.1, -0.1], [0.1, -0.1, 0.0], [0.0, -0.1, 0.0], [0.4, -0.1, -0.4], [-0.7, 0.1, 0.3], [-0.3, -0.1, 0.1], [0.2, 0.2, -0.1], [0.3, -0.1, 0.0], [0.1, 0.0, 0.1], [-0.2, 0.3, 0.5], [0.0, 0.1, 0.0], [-0.3, -0.4, -0.1], [0.3, 0.5, 0.2], [-0.1, 0.4, 0.3], [-0.3, 0.1, -0.4], [0.2, 0.0, 0.0], [-0.3, 0.4, -0.1], [-0.3, -0.2, 0.7], [0.0, 0.1, 0.1], [0.7, -0.3, -0.3], [0.2, 0.0, 0.4], [-0.1, 0.0, -0.1], [-0.1, 0.3, 0.0], [-0.3, 0.3, -0.1], [0.3, 0.1, -0.1], [0.0, 0.0, 0.0], [0.6, -0.6, -0.2], [0.2, -0.5, -0.3], [0.0, 0.0, 0.0], [-0.6, 0.5, 0.0], [0.1, 0.0, 0.1]]}